# 1
C6H14NO2P | ωB97M-V/def2-TZVPD

Structure (XYZ):
```
24
Properties=species:S:1:pos:R:3
C -1.747 -2.179 0.140
C 1.218 -1.930 -0.319
C -1.480 1.936 -1.503
C 1.571 0.539 2.607
C -0.903 0.811 -2.375
C 0.558 0.831 1.517
N 2.201 -1.638 0.403
O 0.241 0.264 -1.887
O -0.333 -0.291 1.373
P -0.387 -1.213 0.103
H -2.652 -1.773 0.556
H -1.845 -2.926 -0.626
H 1.238 -2.472 -1.267
H -0.754 2.740 -1.405
H -2.392 2.331 -1.947
H -1.703 1.545 -0.510
H 1.066 0.285 3.535
H 2.200 -0.293 2.300
H 2.189 1.417 2.775
H -0.674 1.218 -3.376
H -1.692 0.042 -2.521
H 1.045 1.035 0.561
H -0.078 1.678 1.790
H 3.112 -1.956 0.077
```

frontier orbital gap (spin up / spin down) = 7.61 / 7.61 eV
calculated total energy = -783.466964 hartree
net charge = 0
F_max = 0.0609 hartree/bohr
HOMO level (spin up / spin down) = -8.03 / -8.02 eV

Atom charges from the Löwdin analysis, given in e for atoms 1 to 5: C -0.163; C -0.307; C -0.104; C -0.082; C -0.497



# 2
C17H17N7RhS4 | ωB97M-V/def2-TZVPD

Structure (XYZ):
```
46
Properties=species:S:1:pos:R:3
Rh 0.456 -0.478 -0.502
N -0.666 -3.021 -2.949
C 0.208 -3.393 -2.013
N 0.818 -2.580 -1.177
C 1.640 -3.263 -0.306
C 1.629 -4.628 -0.476
S 0.590 -5.092 -1.745
C 2.424 -2.518 0.643
C 3.442 -3.004 1.434
S 4.153 -1.774 2.374
C 3.019 -0.626 1.658
N 2.187 -1.173 0.800
N 3.025 0.666 1.970
H -0.771 -2.037 -3.157
H -0.945 -3.680 -3.663
H 2.160 -5.368 0.092
H 3.794 -4.013 1.504
H 3.641 1.041 2.674
H 2.416 1.290 1.465
N 1.879 6.516 -1.801
C 0.829 5.897 -1.292
S -0.577 6.679 -0.866
C 0.881 4.432 -1.088
C 1.245 3.552 -2.109
C 1.246 2.189 -1.851
N 0.909 1.677 -0.667
C 0.547 2.515 0.311
C 0.520 3.886 0.146
H 1.844 7.512 -1.976
H 2.756 6.048 -1.979
H 1.503 3.906 -3.095
H 1.554 1.491 -2.624
H 0.270 2.082 1.267
H 0.238 4.529 0.965
S -1.802 -0.423 -0.162
C -3.042 -1.092 0.840
N -3.658 -2.223 0.425
C -4.678 -2.785 1.095
C -5.154 -2.205 2.247
C -4.572 -1.014 2.692
C -3.515 -0.462 1.993
H -3.351 -2.641 -0.450
H -5.109 -3.688 0.687
H -5.967 -2.671 2.779
H -4.956 -0.520 3.572
H -3.061 0.461 2.318
```

multiplicity = 5
frontier orbital gap (spin up / spin down) = 5.39 / 2.42 eV
calculated total energy = -2743.662685 hartree
net charge = +3
F_max = 0.0376 hartree/bohr
HOMO level (spin up / spin down) = -14.53 / -14.52 eV

Atom charges from the Löwdin analysis, given in e for atoms 1 to 5: Rh 0.782; N 0.170; C -0.619; N -0.033; C -0.296



# 3
C22H6F15GeN2NiO3S | ωB97M-V/def2-TZVPD

Structure (XYZ):
```
51
Properties=species:S:1:pos:R:3
Ni 0.775 0.137 0.915
N 1.045 0.600 -1.220
C 1.518 1.981 -1.361
C 0.960 2.829 -0.210
O 0.650 4.005 -0.406
N 0.902 2.147 0.943
C 0.145 2.713 2.023
C -1.103 1.755 2.323
O -2.033 2.248 2.945
O -0.936 0.562 1.901
H 1.594 -0.070 -1.742
H 0.079 0.518 -1.519
H 1.225 2.441 -2.306
H 2.607 1.989 -1.291
H -0.235 3.707 1.804
H 0.681 2.696 2.977
F 2.084 -5.206 1.295
C 2.262 -4.903 2.590
C 2.668 -3.621 2.926
C 2.872 -3.370 4.268
F 3.269 -2.156 4.679
C 2.716 -4.347 5.237
F 2.971 -4.086 6.521
C 2.298 -5.610 4.864
F 2.135 -6.559 5.785
C 2.068 -5.896 3.529
F 1.676 -7.123 3.176
Ge 2.800 -2.330 1.388
S 0.877 -2.124 0.506
C 4.164 -3.236 0.201
C 5.105 -4.149 0.647
F 5.210 -4.435 1.952
C 6.001 -4.766 -0.207
F 6.903 -5.634 0.259
C 5.970 -4.470 -1.558
F 6.836 -5.046 -2.388
C 5.054 -3.552 -2.038
F 5.035 -3.250 -3.338
C 4.178 -2.951 -1.151
F 3.332 -2.028 -1.637
C 3.877 -0.810 2.195
C 5.235 -0.596 2.033
F 5.965 -1.367 1.216
C 5.906 0.416 2.699
F 7.220 0.576 2.531
C 5.212 1.263 3.543
F 5.856 2.220 4.198
C 3.847 1.100 3.707
F 3.177 1.915 4.512
C 3.218 0.073 3.035
F 1.901 -0.115 3.254
```

multiplicity = 3
frontier orbital gap (spin up / spin down) = 6.95 / 6.94 eV
calculated total energy = -6658.711407 hartree
net charge = -1
F_max = 0.0498 hartree/bohr
HOMO level (spin up / spin down) = -5.06 / -5.07 eV

Atom charges from the Löwdin analysis, given in e for atoms 1 to 5: Ni 0.455; N -0.027; C -0.162; C -0.568; O -0.010



# 4
C33H51HgN4O2S2 | ωB97M-V/def2-TZVPD

Structure (XYZ):
```
93
Properties=species:S:1:pos:R:3
Hg -0.039 1.090 -1.385
O 3.171 2.181 2.039
C 2.197 2.288 1.270
O 1.649 1.334 0.643
C 1.556 3.665 1.163
C 1.556 4.412 2.343
C 1.004 5.679 2.419
C 0.440 6.229 1.273
C 0.440 5.509 0.095
C 0.997 4.220 -0.004
S 1.019 3.491 -1.606
H 2.027 3.961 3.207
H 1.012 6.227 3.355
H -0.007 7.218 1.298
H 0.002 5.932 -0.802
C 0.070 -0.079 -5.290
C -0.103 1.400 -5.649
C -0.170 1.577 -7.173
C 1.058 2.221 -5.083
C -1.393 1.866 -5.095
N -2.420 2.184 -4.687
H 1.013 -0.438 -5.708
H -0.748 -0.682 -5.693
H 0.102 -0.205 -4.208
H 0.766 1.226 -7.613
H -0.302 2.628 -7.433
H -0.995 1.005 -7.602
H 1.986 1.885 -5.550
H 1.139 2.097 -4.003
H 0.924 3.286 -5.277
C -5.922 0.477 2.344
C -4.569 0.972 1.892
C -4.120 2.223 2.282
C -2.863 2.655 1.838
C -2.335 4.008 2.239
C -2.095 1.840 1.039
C -2.503 0.538 0.613
C -3.793 0.153 1.080
N -1.643 -0.156 -0.162
C -1.752 -1.541 -0.608
C -2.346 -1.602 -2.024
C -0.325 -2.104 -0.634
C -2.549 -2.523 0.276
H -6.452 1.245 2.911
H -5.827 -0.407 2.982
H -6.547 0.195 1.492
H -4.732 2.861 2.912
H -3.056 4.543 2.863
H -2.115 4.619 1.363
H -1.399 3.919 2.793
H -1.109 2.195 0.753
H -4.228 -0.788 0.800
H -1.750 -0.994 -2.703
H -3.362 -1.198 -2.021
H -2.375 -2.633 -2.398
H 0.333 -1.514 -1.273
H -0.319 -3.137 -1.000
H 0.092 -2.077 0.377
H -3.624 -2.414 0.168
H -2.282 -2.417 1.330
H -2.300 -3.541 -0.040
C 2.453 -5.031 -1.363
C 2.282 -5.606 0.040
C 2.170 -4.564 1.156
C 3.491 -3.966 1.644
N 4.116 -2.970 0.775
C 3.445 -1.835 0.323
S 3.622 -1.417 -1.305
N 2.749 -1.121 1.195
C 2.934 -1.132 2.644
C 1.812 -1.798 3.464
C 0.781 -0.824 4.039
C -0.205 -0.309 2.996
H 2.428 -5.825 -2.114
H 3.383 -4.477 -1.485
H 1.656 -4.322 -1.588
H 3.110 -6.289 0.270
H 1.375 -6.220 0.054
H 1.691 -5.029 2.025
H 1.508 -3.754 0.839
H 4.227 -4.765 1.770
H 3.337 -3.535 2.630
H 4.590 -3.374 -0.019
H 2.344 -0.227 0.862
H 3.015 -0.074 2.914
H 3.899 -1.594 2.863
H 2.274 -2.356 4.288
H 1.288 -2.534 2.845
H 1.311 0.015 4.502
H 0.233 -1.330 4.843
H 0.301 0.188 2.165
H -0.910 0.407 3.423
H -0.792 -1.133 2.577
```

multiplicity = 2
frontier orbital gap (spin up / spin down) = 4.38 / 5.51 eV
calculated total energy = -2607.432256 hartree
net charge = -2
F_max = 0.0073 hartree/bohr
HOMO level (spin up / spin down) = -0.05 / -1.22 eV

Atom charges from the Löwdin analysis, given in e for atoms 1 to 5: Hg 0.806; O -0.030; C -0.637; O -0.192; C -0.159



# 5
C35H36F12N7O3P2Ta | ωB97M-V/def2-TZVPD

Structure (XYZ):
```
96
Properties=species:S:1:pos:R:3
Ta 0.790 -0.046 0.520
C -3.394 -3.808 -0.583
N -3.004 -2.509 -0.018
C -3.602 -1.328 2.094
C -1.532 -0.401 2.724
N -1.091 -1.095 0.345
C -1.750 -2.051 -0.227
P -0.780 -2.768 -1.664
C -0.290 -1.174 -2.377
N 0.463 -0.214 -1.819
C 0.687 0.701 -2.815
C 0.067 0.299 -3.957
N -0.544 -0.883 -3.669
C -1.296 -1.688 -4.627
C 0.774 -3.068 -0.790
N 1.464 -2.165 -0.091
C 2.604 -2.800 0.317
C 2.601 -4.081 -0.141
N 1.443 -4.237 -0.844
C 1.016 -5.487 -1.470
H -3.885 -4.401 0.183
H -2.516 -4.362 -0.896
H -4.063 -3.698 -1.437
H -4.071 -0.416 2.448
H -2.103 0.375 3.237
H 1.264 1.585 -2.671
H 0.006 0.753 -4.931
H -1.600 -1.041 -5.445
H -2.186 -2.096 -4.155
H -0.676 -2.495 -5.013
H 3.339 -2.308 0.916
H 3.308 -4.884 -0.028
H 1.896 -5.999 -1.848
H 0.348 -5.268 -2.299
H 0.510 -6.113 -0.738
C -5.408 -2.493 0.755
C -4.078 -1.743 0.727
C -4.307 -0.398 0.020
C -3.555 0.708 -0.003
C -2.139 0.949 0.390
N -1.368 1.752 -0.204
C -1.285 2.694 -1.207
C -2.259 2.942 -2.168
C -2.064 3.902 -3.148
C -0.898 4.649 -3.177
C -0.684 5.737 -4.187
C 0.095 4.379 -2.230
C -0.049 3.394 -1.265
C 1.075 3.094 -0.239
O 1.020 1.787 0.237
C 2.541 3.305 -0.746
F 3.417 3.066 0.243
F 2.810 4.524 -1.192
F 2.856 2.439 -1.725
C 0.845 4.026 0.995
F 1.106 5.297 0.680
F -0.422 3.948 1.401
F 1.629 3.682 2.024
C -1.298 -0.003 1.246
C -2.381 -1.621 2.520
C -0.121 -0.557 3.323
O 0.765 -0.888 2.303
C 0.302 0.791 3.954
F -0.107 1.813 3.184
F -0.209 0.966 5.165
F 1.643 0.889 4.044
C -0.020 -1.682 4.372
F -0.985 -1.597 5.286
F -0.119 -2.878 3.767
F 1.167 -1.645 4.997
H -5.793 -2.714 -0.239
H -6.127 -1.840 1.250
H -5.349 -3.406 1.344
H -5.280 -0.322 -0.455
H -4.002 1.565 -0.493
H -3.181 2.379 -2.155
H -2.841 4.085 -3.879
H -1.526 5.813 -4.872
H 0.218 5.556 -4.773
H -0.564 6.701 -3.692
H 0.986 4.982 -2.275
H -1.872 -2.509 2.174
C 5.471 0.162 0.712
P 4.077 0.228 1.830
C 4.235 -1.084 3.044
C 4.202 1.736 2.785
O 2.798 0.070 0.981
H 6.404 0.290 1.261
H 5.380 0.959 -0.026
H 5.491 -0.796 0.193
H 5.047 -0.834 3.728
H 4.462 -2.047 2.594
H 3.306 -1.158 3.611
H 5.254 1.873 3.041
H 3.633 1.654 3.707
H 3.858 2.602 2.232
```

frontier orbital gap = 7.65 eV
calculated total energy = -3902.147865 hartree
net charge = +2
F_max = 0.0321 hartree/bohr
HOMO level = -13.17 eV

Atom charges from the Löwdin analysis, given in e for atoms 1 to 5: Ta 1.923; C -0.047; N -0.037; C -0.015; C -0.130



# 6
C24H41AuF3P2 | ωB97M-V/def2-TZVPD

Structure (XYZ):
```
71
Properties=species:S:1:pos:R:3
Au 2.347 0.414 2.359
C -1.031 -0.626 3.493
C -0.726 -1.653 2.541
C 1.244 -1.031 3.604
C 0.119 -0.290 4.188
C 0.626 -1.957 2.651
C -2.391 -0.123 3.751
H -2.877 0.201 2.813
H -2.364 0.729 4.444
H -3.016 -0.917 4.199
C 0.188 0.559 5.387
H -0.354 1.500 5.209
H 1.224 0.795 5.677
H -0.281 0.054 6.250
C 2.351 -1.456 4.519
H 2.016 -1.646 5.558
H 3.104 -0.657 4.563
H 2.868 -2.357 4.171
C 1.329 -2.999 1.907
H 0.629 -3.847 1.786
H 2.231 -3.341 2.438
H 1.610 -2.604 0.910
C -1.754 -2.385 1.752
H -1.328 -3.320 1.347
H -2.133 -1.803 0.886
H -2.616 -2.641 2.410
C -2.474 1.411 0.568
C -3.663 0.809 0.369
C -4.183 -0.112 -0.718
C -3.302 -0.203 -1.981
C -2.060 -1.038 -1.771
C -0.830 -0.594 -1.461
C -0.432 0.387 -0.388
C -1.326 1.632 -0.381
H -5.221 0.147 -1.027
H -3.120 0.797 -2.402
H -4.201 -1.140 -0.281
H -1.614 1.918 -1.402
H -2.271 1.846 1.570
H -4.424 0.993 1.153
H -0.741 2.503 -0.041
H -0.461 -0.076 0.635
H 0.083 -1.107 -1.781
H 0.648 0.647 -0.536
H -3.863 -0.734 -2.769
H -2.226 -2.136 -1.821
P 0.065 1.877 -3.138
C -0.004 3.509 -4.029
C -0.826 0.874 -4.420
P 2.577 -0.051 -2.496
C 1.824 1.383 -3.447
C 1.772 -1.542 -3.288
C 4.145 -0.113 -3.509
H 0.940 4.057 -3.883
H -0.807 4.103 -3.568
H -0.200 3.412 -5.115
H -0.537 1.155 -5.444
H -1.905 1.034 -4.307
H -0.639 -0.202 -4.269
H 3.967 0.091 -4.581
H 4.630 -1.095 -3.399
H 4.843 0.641 -3.130
H 2.363 2.264 -3.037
H 2.026 1.331 -4.535
H 2.507 -2.350 -3.279
H 1.370 -1.362 -4.294
H 0.946 -1.966 -2.686
F 3.003 2.985 1.125
C 3.665 1.840 1.507
F 4.349 1.365 0.422
F 4.592 2.210 2.452
```

multiplicity = 3
frontier orbital gap (spin up / spin down) = 7.03 / 3.67 eV
calculated total energy = -2056.622665 hartree
net charge = +1
F_max = 0.0586 hartree/bohr
HOMO level (spin up / spin down) = -10.62 / -10.56 eV

Atom charges from the Löwdin analysis, given in e for atoms 1 to 5: Au 0.863; C -0.189; C -0.207; C -0.435; C -0.192



# 7
C33H36F3N7O4RuS | ωB97M-V/def2-TZVPD

Structure (XYZ):
```
85
Properties=species:S:1:pos:R:3
Ru -0.032 0.038 -0.281
O 3.440 2.515 -0.211
C 2.316 2.065 -0.302
O 1.987 0.834 -0.568
C 1.140 3.003 -0.122
C 1.344 4.362 0.036
C 0.241 5.185 0.184
C -1.027 4.618 0.170
C -1.144 3.253 0.006
N -0.078 2.454 -0.138
H 2.360 4.733 0.037
H 0.365 6.254 0.306
H -1.917 5.223 0.286
H -2.117 2.785 -0.010
F -6.077 0.122 1.790
C -5.080 1.027 1.730
F -5.651 2.251 1.772
F -4.345 0.888 2.835
C -4.316 0.868 0.438
C -5.055 1.099 -0.712
C -4.464 0.999 -1.959
C -3.127 0.668 -2.003
N -2.404 0.436 -0.907
C -2.959 0.525 0.316
S -1.822 0.206 1.597
H -6.104 1.363 -0.627
H -5.024 1.174 -2.869
H -2.612 0.579 -2.956
C 0.886 -1.046 -5.281
C 1.820 -0.222 -4.405
C 1.851 1.237 -4.880
C 3.227 -0.808 -4.442
N 1.398 -0.341 -2.990
N 0.180 0.337 -2.659
H 1.238 -1.037 -6.315
H -0.136 -0.650 -5.286
H 0.862 -2.086 -4.940
H 2.307 1.305 -5.872
H 2.448 1.851 -4.193
H 0.847 1.669 -4.956
H 3.582 -0.876 -5.472
H 3.232 -1.813 -4.007
H 3.926 -0.180 -3.879
H 2.108 0.056 -2.388
H -0.565 -0.075 -3.200
H 0.221 1.331 -2.860
C -2.551 -0.291 5.148
O -1.270 -0.735 4.702
C -0.409 0.210 4.255
C -0.689 1.564 4.169
C 0.297 2.437 3.730
C 1.549 1.965 3.362
C 1.815 0.606 3.414
C 0.841 -0.265 3.863
N 1.087 -1.645 4.119
C 1.899 -2.520 3.577
C 2.523 -2.580 2.314
C 3.625 -3.478 2.201
C 4.244 -3.702 1.015
C 3.736 -3.068 -0.142
C 2.646 -2.246 -0.088
C 1.986 -1.960 1.137
O 0.896 -1.259 1.230
H -2.455 0.491 5.902
H -3.035 -1.155 5.587
H -3.141 0.076 4.308
H -1.673 1.936 4.425
H 0.082 3.498 3.683
H 2.325 2.649 3.041
H 2.790 0.226 3.129
H 0.580 -1.969 4.930
H 2.084 -3.368 4.228
H 3.982 -3.972 3.102
H 5.094 -4.371 0.953
H 4.213 -3.253 -1.098
H 2.251 -1.802 -0.989
N -1.612 -2.668 -0.037
C -1.973 -3.908 -0.406
C -1.415 -4.140 -1.644
C -0.718 -2.962 -1.946
N -0.851 -2.069 -0.970
H -1.825 -2.167 0.818
H -2.591 -4.530 0.228
H -1.492 -5.033 -2.246
H -0.119 -2.726 -2.817
```

multiplicity = 6
frontier orbital gap (spin up / spin down) = 7.52 / 6.70 eV
calculated total energy = -2755.823407 hartree
net charge = +1
F_max = 0.0127 hartree/bohr
HOMO level (spin up / spin down) = -10.54 / -10.49 eV

Atom charges from the Löwdin analysis, given in e for atoms 1 to 5: Ru 1.484; O 0.085; C -0.584; O -0.192; C -0.200



# 8
C4H14N2O | ωB97M-V/def2-TZVPD

Structure (XYZ):
```
21
Properties=species:S:1:pos:R:3
C -1.494 -0.211 0.857
C -0.440 0.670 0.188
C -0.459 2.084 0.791
N 0.948 0.162 0.224
C 1.171 -1.200 -0.290
N 0.965 -2.235 0.724
H -2.510 0.160 0.715
H -1.328 -0.203 1.925
H -1.507 -1.219 0.441
H -0.683 0.789 -0.856
H -1.198 2.250 1.575
H -0.418 2.814 -0.013
H 0.464 2.289 1.351
H 1.212 0.131 1.204
H 2.214 -1.206 -0.597
H 0.497 -1.327 -1.110
H 0.570 -3.069 0.313
H 0.382 -1.922 1.483
H 0.787 1.114 -2.698
H 0.626 -0.367 -3.072
O 0.200 0.494 -3.153
```

frontier orbital gap = 10.15 eV
calculated total energy = -345.524148 hartree
net charge = 0
F_max = 0.0305 hartree/bohr
HOMO level = -9.22 eV

Atom charges from the Löwdin analysis, given in e for atoms 1 to 5: C -0.077; C -0.457; C -0.060; N -0.041; C -0.306



# 9
C3H6OSe | ωB97M-V/def2-TZVPD

Structure (XYZ):
```
11
Properties=species:S:1:pos:R:3
C -0.616 0.555 -0.885
C 0.759 -0.048 1.493
C 0.369 -0.630 0.127
O -1.295 -0.225 -1.806
Se 0.555 -2.219 -0.442
H -1.319 0.897 -0.136
H 1.534 0.772 1.327
H 1.088 -0.833 2.227
H -0.062 0.533 1.991
H -0.421 1.575 -1.354
H -0.592 -0.376 -2.542
```

frontier orbital gap (spin up / spin down) = 8.22 / 8.22 eV
calculated total energy = -2594.471066 hartree
net charge = 0
F_max = 0.0908 hartree/bohr
HOMO level (spin up / spin down) = -8.38 / -8.38 eV

Atom charges from the Löwdin analysis, given in e for atoms 1 to 5: C -0.261; C -0.180; C -0.775; O -0.177; Se 0.822